13
Properties=species:S:1:pos:R:3 method="wB97M-V/def2-TZVPD" e_above_lowest_kcal_mol=36.5 homo_energy_ha=-0.3655 total_energy_ev=-5312.583 smiles=C#CCCC gap_ev=11.045 charge=0
C -1.912 -0.046 -0.114
C -0.514 0.561 0.025
C 0.496 -0.545 0.063
C 1.903 -0.108 -0.039
C 3.074 0.199 -0.103
H -2.723 0.731 0.135
H -2.167 -0.526 -1.093
H -2.132 -0.826 0.671
H -0.464 1.204 0.930
H -0.329 1.326 -0.695
H 0.275 -1.207 -0.778
H 0.387 -1.091 0.989
H 4.106 0.330 0.010

135
Properties=species:S:1:pos:R:3 method="wB97M-V/def2-TZVPD" homo_energy_ha=-0.2387 total_energy_ev=-174588.101 gap_ev=7.767 charge=-1
C 3.420 -0.791 -0.470
C 2.470 0.225 0.256
C 1.595 1.004 -0.756
Br 1.271 2.891 -0.159
N 0.398 0.289 -1.163
C -0.755 0.583 -0.348
Cl -1.878 1.833 -1.106
C -1.613 -0.744 -0.275
O -2.109 -1.228 -1.346
O -1.845 -1.296 0.876
H 4.449 -0.394 -0.554
H 3.095 -1.006 -1.496
H 3.492 -1.691 0.176
H 3.146 0.987 0.694
H 1.870 -0.226 1.062
H 2.224 1.098 -1.660
H 0.204 0.401 -2.153
H -0.523 0.835 0.694
O -3.327 0.190 -3.540
H -2.822 -0.148 -2.773
H -2.804 -0.072 -4.306
O 3.366 -2.891 -2.508
H 3.002 -3.292 -3.305
H 4.313 -2.853 -2.680
O -3.565 4.585 0.056
H -3.186 3.751 -0.255
H -3.509 5.169 -0.713
O 3.067 -3.592 1.484
H 3.358 -3.630 2.404
H 2.118 -3.757 1.533
O -2.994 0.382 -6.558
H -3.320 1.240 -6.261
H -3.758 -0.199 -6.475
O 1.029 -1.151 2.932
H 0.117 -1.270 2.626
H 0.984 -0.393 3.534
O -1.709 -3.975 -0.175
H -2.510 -4.187 0.312
H -1.793 -3.027 -0.344
O 4.559 -4.003 4.258
H 5.439 -3.933 3.867
H 4.609 -3.449 5.042
O 1.551 -0.180 5.380
H 1.974 -0.736 6.046
H 0.917 0.346 5.886
O -4.936 5.685 -2.391
H -5.369 4.836 -2.543
H -5.619 6.337 -2.595
O -0.016 1.578 7.130
H -0.851 1.334 7.549
H -0.110 2.522 6.957
O -4.512 -3.429 1.027
H -3.901 -2.686 0.872
H -5.257 -3.244 0.442
O -7.298 7.963 -2.063
H -8.225 7.865 -2.313
H -7.298 8.695 -1.430
O -6.338 3.308 -1.154
H -5.481 3.554 -0.774
H -6.178 2.446 -1.557
O -4.303 -6.098 -0.484
H -3.450 -6.074 -0.937
H -4.177 -5.521 0.279
O 4.740 -1.422 3.977
H 3.827 -1.537 3.685
H 4.699 -0.668 4.582
O 4.380 -0.573 6.620
H 4.806 -1.127 7.283
H 3.747 -0.043 7.129
O 5.477 -4.689 -3.359
H 5.946 -4.998 -2.575
H 6.038 -4.962 -4.095
O 4.942 -5.847 -0.025
H 5.377 -6.409 0.624
H 4.320 -5.324 0.504
O -4.870 -6.887 2.229
H -5.257 -7.498 1.594
H -5.197 -6.025 1.952
O 5.359 1.101 -2.373
H 5.871 0.428 -2.836
H 5.874 1.908 -2.480
O 4.370 -1.149 -4.915
H 3.950 -2.005 -5.037
H 3.684 -0.520 -5.165
O 1.365 -1.046 -4.679
H 0.944 -1.908 -4.801
H 0.683 -0.414 -4.931
O -9.071 5.656 -2.839
H -8.574 5.304 -2.089
H -8.541 5.410 -3.605
O 1.140 5.704 -1.760
H 1.577 5.118 -1.125
H 0.535 6.225 -1.222
O 0.838 -3.997 -3.667
H 1.282 -4.553 -3.016
H 0.222 -3.467 -3.142
O -1.857 -4.129 -3.175
H -1.403 -4.684 -2.531
H -2.437 -3.575 -2.635
O 0.364 -1.179 7.872
H 0.042 -1.795 7.203
H 0.037 -0.318 7.578
O 6.618 -6.241 -6.260
H 6.200 -7.099 -6.389
H 5.938 -5.609 -6.519
O -4.589 9.294 -2.931
H -4.254 9.219 -2.031
H -5.537 9.132 -2.849
O -7.171 10.577 -0.782
H -6.314 10.657 -1.220
H -7.074 11.100 0.021
O 3.151 1.904 7.629
H 3.743 2.663 7.534
H 2.447 2.072 6.993
O 2.620 3.437 -3.296
H 3.066 2.862 -2.663
H 2.020 3.965 -2.753
O -3.967 -8.810 -1.690
H -4.275 -7.928 -1.436
H -4.738 -9.372 -1.571
O 7.233 -5.231 2.806
H 7.695 -5.550 3.588
H 7.801 -5.490 2.073
O 5.726 3.714 8.448
H 6.606 3.771 8.061
H 5.773 4.278 9.227
O 4.659 5.114 -5.234
H 3.840 4.870 -4.779
H 4.574 6.061 -5.380
O -7.045 -2.383 1.316
H -6.583 -2.940 1.954
H -7.617 -1.827 1.856
O -3.568 6.168 2.951
H -3.104 6.978 2.715
H -3.801 5.775 2.100

19
Properties=species:S:1:pos:R:3 method="wB97M-V/def2-TZVPD" e_above_lowest_kcal_mol=13.4 homo_energy_ha=-0.3494 total_energy_ev=-20219.712 gap_ev=8.058 charge=0
C -1.276 0.609 0.996
O -0.532 -0.344 0.265
Ag -1.577 -2.221 -0.831
C -1.482 0.087 2.403
H -0.725 1.565 1.009
H -2.251 0.803 0.515
H -1.946 0.859 3.032
H -2.146 -0.790 2.397
H -0.529 -0.225 2.852
C -0.327 -0.036 -1.217
O 0.596 -1.159 -1.532
C 1.890 -0.752 -1.351
C 1.788 0.705 -0.895
O 0.494 1.086 -1.320
O -1.395 -0.073 -1.879
F 2.550 -0.818 -2.584
H 2.450 -1.413 -0.678
H 1.883 0.776 0.198
H 2.536 1.340 -1.382

16
Properties=species:S:1:pos:R:3 method="wB97M-V/def2-TZVPD" e_above_lowest_kcal_mol=42.9 homo_energy_ha="-0.3552 / -0.4850" total_energy_ev=-13392.817 spin_multiplicity=3 gap_ev="4.532 / 4.959" charge=+1
O 0.287 -0.233 -0.340
C -0.111 0.963 -0.591
Ag 1.057 2.953 -0.763
O -1.402 1.082 -0.677
C -2.303 0.018 -0.550
C -3.574 0.296 -0.306
H -4.304 -0.511 -0.333
H -1.888 -0.980 -0.666
H -3.929 1.321 -0.197
H 1.335 -0.532 -0.814
C 2.008 -0.419 1.297
H 2.129 0.651 1.491
H 1.411 -1.071 1.940
C 2.761 -0.999 0.278
H 3.642 -0.456 -0.079
H 2.882 -2.086 0.309

20
Properties=species:S:1:pos:R:3 method="wB97M-V/def2-TZVPD" homo_energy_ha=-0.1143 total_energy_ev=-21599.143 gap_ev=5.305 charge=-1
O 1.937 1.132 -0.480
C 2.762 0.514 0.318
O 3.428 -0.469 -0.215
O 2.899 0.846 1.528
Ag 2.313 -0.309 -2.158
O 7.358 2.462 3.689
C 7.928 1.341 4.081
O 7.640 0.698 5.065
O 8.887 1.034 3.219
C 9.642 -0.143 3.480
H 10.150 -0.066 4.450
H 8.990 -1.026 3.469
H 10.378 -0.211 2.674
C 6.037 2.376 3.068
H 6.119 1.699 2.207
H 5.345 1.982 3.825
C 5.641 3.767 2.634
H 6.346 4.158 1.887
H 4.643 3.728 2.179
H 5.605 4.456 3.489

18
Properties=species:S:1:pos:R:3 method="wB97M-V/def2-TZVPD" homo_energy_ha="-0.3934 / -0.5420" total_energy_ev=-82419.492 spin_multiplicity=3 gap_ev="6.188 / 7.536" charge=+1
C 0.366 -1.275 0.182
C 1.445 0.817 0.047
C 1.794 -1.556 -0.224
C -0.662 0.795 1.155
C -0.474 0.522 -1.383
N 2.472 -0.231 -0.324
N 0.086 0.239 0.027
O -0.517 -2.020 0.348
O 1.563 1.968 0.149
Br 4.305 -0.023 -0.091
H 2.328 -2.110 0.432
H 1.946 -2.076 -1.161
H -1.576 0.147 1.403
H 0.056 1.101 1.975
H -1.175 1.683 0.958
H -1.553 0.411 -1.350
H -0.146 1.640 -1.463
H 0.062 -0.061 -2.012

19
Properties=species:S:1:pos:R:3 method="wB97M-V/def2-TZVPD" e_above_lowest_kcal_mol=56.1 homo_energy_ha="-0.0813 / -0.0813" total_energy_ev=-93264.816 gap_ev="4.558 / 4.557" charge=-1
C -0.719 1.635 -0.404
C -0.620 0.806 0.817
C -0.152 -0.613 0.477
C 1.021 -0.512 -0.503
C 0.502 0.233 -1.741
N -0.175 1.463 -1.542
N 1.506 0.341 -2.690
O 2.204 1.601 1.441
O 1.638 3.884 0.980
S 2.033 2.607 0.382
Br 2.355 2.044 -2.764
H -1.218 2.541 -0.447
H -0.053 1.413 1.640
H -1.623 0.637 1.201
H 0.057 -1.097 1.420
H -0.980 -1.205 0.106
H 1.924 0.121 -0.104
H 1.129 -1.586 -0.791
H -0.387 -0.368 -2.191

19
Properties=species:S:1:pos:R:3 method="wB97M-V/def2-TZVPD" e_above_lowest_kcal_mol=45.7 homo_energy_ha=-0.5446 total_energy_ev=-93256.973 gap_ev=9.699 charge=+1
C -1.823 0.656 -1.081
C -0.481 1.105 -0.485
N -0.420 1.033 0.998
S 0.201 -0.309 1.686
C 0.103 -1.668 0.509
C 1.267 -1.799 -0.457
O 2.405 -1.710 -0.164
Br 0.744 -2.166 -2.291
O 1.830 0.036 1.763
C 2.123 1.266 1.453
N 2.534 2.210 0.917
H -1.678 -0.242 -1.660
H -2.180 1.405 -1.757
H -2.543 0.453 -0.305
H 0.358 0.616 -0.948
H -0.367 2.147 -0.723
H -1.326 1.171 1.432
H 0.094 -2.561 1.118
H -0.840 -1.645 -0.006

What did the fifth record say?
20
Properties=species:S:1:pos:R:3 method="wB97M-V/def2-TZVPD" homo_energy_ha=-0.1143 total_energy_ev=-21599.143 gap_ev=5.305 charge=-1
O 1.937 1.132 -0.480
C 2.762 0.514 0.318
O 3.428 -0.469 -0.215
O 2.899 0.846 1.528
Ag 2.313 -0.309 -2.158
O 7.358 2.462 3.689
C 7.928 1.341 4.081
O 7.640 0.698 5.065
O 8.887 1.034 3.219
C 9.642 -0.143 3.480
H 10.150 -0.066 4.450
H 8.990 -1.026 3.469
H 10.378 -0.211 2.674
C 6.037 2.376 3.068
H 6.119 1.699 2.207
H 5.345 1.982 3.825
C 5.641 3.767 2.634
H 6.346 4.158 1.887
H 4.643 3.728 2.179
H 5.605 4.456 3.489